Here is a 4-piece molecular cluster, H8O4 overall in a non-equilibrium geometry from OMol25. Energies are from ωB97M-V/def2-TZVPD.

HOMO level = -10.1 eV
lowest unoccupied orbital energy = 0.5 eV
energy relative to the best compared isomer or geometry (same formula, charge and spin) = 24.8 kcal per mole
SMILES = O.O.O.O

Last columns: bonded neighbours and bond lengths (Å).
Element x y z (Å)
1 O -2.60 2.88 31.88  H2 0.976, H3 0.943
2 H -3.15 2.08 31.74  O1 0.976
3 H -2.57 3.08 32.80  O1 0.943
4 O -2.71 2.78 34.44  H5 0.946, H6 0.929
5 H -3.43 2.29 34.80  O4 0.946
6 H -2.12 2.92 35.15  O4 0.929
7 O -4.28 0.16 34.35  H8 0.992, H9 0.951
8 H -3.45 -0.24 33.99  O7 0.992
9 H -4.55 -0.44 35.03  O7 0.951
10 O 0.16 3.68 33.87  H11 0.953, H12 0.939
11 H 1.01 3.63 34.29  O10 0.953
12 H -0.04 4.59 33.76  O10 0.939